Molecular formula: C36H37NP2Ru
Method: DFT, ωB97M-V with the def2-TZVPD basis set

```
77
Properties=species:S:1:pos:R:3:forces:R:3:mulliken_spin:R:1
Ru -1.448572 1.076783 -1.175525 -1.240 0.257 4.874 2.06
C -2.429200 1.303522 -2.901343 -1.219 -1.029 -1.575 0.06
C -2.113128 -0.074400 -2.738844 -0.187 -0.095 -1.189 -0.12
C -0.939048 -0.769691 -3.400208 0.180 -0.458 -0.126 0.04
C 0.349947 0.070998 -3.301429 0.559 -0.175 0.278 0.03
C 0.385643 0.889257 -2.010489 1.648 0.280 -0.444 -0.08
C 0.056772 2.281164 -1.927296 2.148 -0.682 -0.517 0.03
C -0.478617 3.015802 -3.114779 -0.725 0.407 -0.257 0.07
C -1.705314 2.288840 -3.771780 0.567 1.078 -0.733 0.03
C 1.443468 -0.364278 2.593761 -0.056 -0.040 0.137 0.08
H -3.471295 1.546398 -2.697671 0.170 0.072 -0.048 0.00
H -2.887139 -0.717867 -2.317591 -0.020 0.078 -0.332 -0.01
H -1.148122 -1.044233 -4.446779 -0.075 0.217 0.247 0.00
H -0.774830 -1.734331 -2.886990 -0.097 0.383 -0.109 0.00
H 1.221374 -0.596625 -3.195022 -0.346 0.098 -0.499 0.00
H 0.521716 0.700677 -4.194324 -0.139 -0.239 0.498 0.00
H 1.060061 0.480048 -1.218333 -0.501 0.540 -0.746 0.00
H 0.663467 2.870870 -1.212901 -0.795 -0.366 -0.203 -0.05
H 0.292458 3.199733 -3.878659 -0.034 -0.197 0.275 0.00
H -0.782905 4.015599 -2.777384 -0.024 -0.227 -0.102 0.00
H -2.415496 3.088107 -4.033401 0.199 -0.441 -0.171 0.00
H -1.361496 1.820035 -4.702509 -0.303 0.021 0.167 0.00
H 0.882724 0.577577 2.466721 0.118 -0.578 0.111 0.01
H 2.071964 -0.303723 3.503298 -0.268 -0.044 -0.469 0.00
H 0.730583 -1.206071 2.687615 0.513 0.383 0.097 -0.04
P -0.743122 -1.287581 0.562278 -0.684 0.930 -0.331 0.58
P 2.560172 -0.611933 1.183071 0.352 0.915 0.065 0.00
C 0.612229 -2.175751 -0.116745 1.401 0.193 -0.085 -0.13
C 1.906816 -1.666180 -0.104089 -1.580 -1.293 -0.813 0.32
C -2.013954 -2.361761 1.204831 -1.179 -0.127 0.015 0.02
C -2.574603 -3.431631 0.470547 0.312 -0.090 0.809 0.06
C -3.444580 -4.316023 1.115685 -0.132 0.143 0.101 -0.01
C -3.835048 -4.068838 2.443286 0.338 0.168 0.066 0.04
C -3.428814 -2.896172 3.111655 -0.188 -0.327 -0.290 -0.01
C -2.575615 -2.005348 2.467113 0.592 -0.371 -0.510 0.06
C -3.502855 1.241057 -0.276827 -0.327 -0.513 0.670 0.08
C -3.712502 2.612110 -0.020691 0.428 -0.977 -0.326 0.19
C -5.026688 3.103814 0.240271 -1.281 0.223 0.645 0.18
C -6.102041 2.198042 0.327295 0.455 0.555 0.394 -0.02
C -5.847809 0.813179 0.265191 -0.909 0.750 -0.229 0.24
C -4.545610 0.333413 -0.048455 1.571 0.539 -0.692 0.17
C 4.008714 -1.505324 1.770402 -0.185 -0.371 -0.274 0.00
C 3.739338 -2.776272 2.306090 0.171 0.158 0.066 0.00
C 4.772823 -3.521941 2.861823 -0.093 0.050 -0.093 0.00
C 6.078145 -3.027995 2.801425 0.156 0.238 -0.061 0.00
C 6.355343 -1.810821 2.168388 -0.208 0.078 -0.084 0.00
C 5.315154 -1.031819 1.658150 -0.248 -0.139 0.093 0.00
C 2.992133 1.025126 0.519523 0.078 0.414 -0.328 0.03
C 2.339942 2.199961 0.936145 0.181 -0.476 0.673 0.00
C 2.774223 3.453758 0.529992 0.117 -0.049 -0.027 0.00
C 3.919622 3.586645 -0.255620 -0.381 -0.316 0.100 0.00
C 4.506663 2.425689 -0.776643 -0.121 -0.113 -0.059 0.00
C 4.014804 1.156032 -0.440522 0.095 0.144 0.084 0.00
H 0.319779 -3.057168 -0.703234 0.532 0.210 -0.070 0.01
H 2.654575 -2.021535 -0.855275 -0.554 0.103 0.909 -0.01
H -2.310147 -3.554997 -0.577577 0.111 -0.288 0.214 0.01
H -3.801653 -5.215496 0.596328 0.083 0.534 0.229 0.00
H -4.452655 -4.797179 2.975047 0.152 0.277 -0.262 0.00
H -3.755119 -2.703931 4.141817 0.032 -0.027 -0.581 0.00
H -2.299814 -1.049989 2.922061 0.099 -0.401 0.061 0.01
H -2.819236 3.238181 -0.093022 -0.649 0.410 -0.037 0.02
H -5.209501 4.205099 0.350684 0.225 -1.205 -0.258 0.00
H -7.117162 2.581476 0.541605 0.746 -0.373 -0.239 0.01
H -6.665858 0.109586 0.471034 0.472 0.281 0.037 0.00
H -4.316020 -0.736749 -0.057606 -0.322 0.282 0.154 0.04
H 2.725898 -3.173971 2.261859 0.165 0.027 0.226 -0.01
H 4.555280 -4.486681 3.327115 0.155 0.339 -0.199 0.00
H 6.897168 -3.596158 3.243833 -0.242 0.112 -0.178 0.00
H 7.374149 -1.447802 2.051469 -0.164 -0.185 0.183 0.00
H 5.471625 -0.079876 1.154455 0.307 -0.205 0.334 0.00
H 1.507516 2.174447 1.635929 0.464 -0.028 -0.283 0.00
H 2.195603 4.305497 0.881635 0.357 0.009 -0.055 0.00
H 4.319231 4.584446 -0.445211 -0.047 -0.405 -0.178 0.00
H 5.352569 2.516531 -1.457257 -0.206 -0.109 0.163 0.00
H 4.436752 0.258162 -0.901854 0.094 0.372 0.167 0.00
N -0.630747 2.182290 1.685127 -0.113 -1.562 -3.319 0.09
C -0.700160 1.698161 0.599354 -0.500 2.254 4.241 -0.06
```
Positions in Å, forces in eV/Å.

Calculated values
E_LUMO (alpha / beta)   -5.57 / -9.50 eV
2S+1   5
Max |F|   5.04 eV/Å
E   -60560.18474 eV
Frontier orbital gap (alpha / beta)   7.597 / 4.613 eV
Total charge   +2